one) Formula: C5H12O2
Source: the OMol25 dataset
Level of theory: ωB97M-V with the def2-TZVPD basis set

Geometry as ORCA input:
```
! RIJCOSX wB97M-V def2-TZVPD def2/J DEFGRID3
* xyz 0 1
C 2.295 0.304 1.374
C 0.798 0.491 1.154
C 0.346 -0.022 -0.214
O 0.607 -1.405 -0.367
C -1.137 0.256 -0.469
C -1.579 -0.131 -1.888
O -1.832 -0.503 0.522
H 2.572 -0.744 1.228
H 2.873 0.907 0.663
H 2.590 0.603 2.385
H 0.226 -0.038 1.926
H 0.529 1.553 1.239
H 0.927 0.479 -1.000
H -0.048 -1.850 0.193
H -1.315 1.330 -0.302
H -2.109 -1.089 -1.865
H -2.247 0.620 -2.324
H -0.724 -0.259 -2.559
H -2.771 -0.503 0.303
*
```

Properties
Kohn-Sham gap = 10.87 eV

two) Formula: C5H12O2
Source: the OMol25 dataset
Level of theory: ωB97M-V with the def2-TZVPD basis set

Geometry as ORCA input:
```
! RIJCOSX wB97M-V def2-TZVPD def2/J DEFGRID3
* xyz 0 1
C 0.562 -1.735 -1.368
C -0.373 -2.487 -0.478
C 0.049 -3.215 0.575
C -2.256 -1.360 -1.659
C -1.886 -2.118 -0.625
H 1.097 -1.069 -0.654
H 1.210 -2.482 -1.835
H -0.093 -1.174 -2.023
H 1.036 -3.231 0.921
H -0.674 -4.066 0.823
H -1.964 -1.376 -2.688
H -2.758 -0.460 -1.512
H -2.446 -2.658 0.158
H 2.619 6.174 2.317
H 1.699 6.065 1.117
O 2.314 5.552 1.689
H 1.216 3.696 1.730
H 0.282 2.527 1.974
O 0.366 3.416 1.537
*
```

Properties
Kohn-Sham gap = 8.62 eV

three) Formula: C5H12O2
Source: the OMol25 dataset
Level of theory: ωB97M-V with the def2-TZVPD basis set

Geometry as ORCA input:
```
! RIJCOSX wB97M-V def2-TZVPD def2/J DEFGRID3
* xyz 0 1
C 2.303 -0.560 0.749
C 1.676 0.140 -0.457
C 0.333 -0.387 -0.884
O -0.447 0.371 1.924
C -0.566 0.295 -1.590
C -2.891 -0.087 -0.040
O -2.898 0.860 0.713
H 3.362 -0.295 0.839
H 1.789 -0.306 1.678
H 2.246 -1.649 0.633
H 2.336 -0.005 -1.323
H 1.626 1.226 -0.302
H 0.153 -1.443 -0.672
H 0.032 1.167 1.665
H -1.433 -0.192 -2.028
H -0.464 1.361 -1.787
H -2.306 -1.000 0.161
H -3.484 -0.078 -0.972
H -1.369 0.580 1.691
*
```

Properties
Kohn-Sham gap = 10.17 eV

four) Formula: C5H12O2
Source: the OMol25 dataset
Level of theory: ωB97M-V with the def2-TZVPD basis set

Geometry as ORCA input:
```
! RIJCOSX wB97M-V def2-TZVPD def2/J DEFGRID3
* xyz 0 1
C 0.822 2.618 -1.556
C 0.368 1.379 -1.480
C -0.760 0.971 -0.771
C -1.199 -0.368 -0.949
C -2.328 -1.168 -0.285
H 1.792 2.824 -1.907
H 0.360 3.494 -1.227
H 0.856 0.643 -2.125
H -1.147 1.567 0.093
H -0.541 -0.977 -1.505
H -3.022 -1.596 -1.043
H -2.208 -1.856 0.527
H -2.867 -0.278 0.075
H -0.184 -1.599 3.127
H 0.990 -1.599 2.203
O 0.752 -1.930 3.002
H 2.710 -0.543 0.611
H 1.556 0.197 0.479
O 1.784 -0.680 0.865
*
```

Properties
Kohn-Sham gap = 9.15 eV

Result of the stability comparison: one) is the most stable of them.